Molecular formula: C12F10OPtSSe4
Method: DFT, ωB97M-V with the def2-TZVPD basis set

The geometry in XYZ format:
```
29
Properties=species:S:1:pos:R:3:forces:R:3
Pt -1.220 -2.124 0.322 -0.11 0.13 -0.26
Se -0.841 -4.412 0.814 0.22 -0.10 -0.03
Se -2.881 -5.457 0.353 0.07 -0.21 -0.19
Se -4.155 -4.195 1.796 -0.11 0.24 0.19
Se -3.601 -2.094 0.874 -0.11 0.06 -0.01
F 4.869 0.840 2.890 0.00 0.00 0.00
C 3.954 0.203 2.131 0.00 0.00 0.01
C 2.665 0.013 2.586 0.00 0.01 0.00
F 2.330 0.473 3.805 0.00 0.00 0.00
C 1.724 -0.642 1.810 -0.01 -0.02 -0.01
F 0.516 -0.780 2.352 0.01 -0.01 0.01
C 2.018 -1.148 0.537 0.00 0.10 0.00
S 0.944 -1.985 -0.553 0.01 -0.17 0.04
C 3.339 -0.931 0.119 -0.02 0.01 0.00
F 3.736 -1.370 -1.088 0.01 0.00 0.00
C 4.286 -0.279 0.881 0.01 0.00 -0.01
F 5.539 -0.108 0.413 0.00 0.00 0.00
F -2.549 4.061 -3.388 0.00 0.00 0.00
C -2.246 3.044 -2.544 0.00 0.00 0.00
C -2.689 1.757 -2.792 0.00 0.00 -0.01
F -3.425 1.522 -3.897 0.00 0.00 0.01
C -2.389 0.721 -1.931 0.05 -0.04 0.01
F -2.837 -0.505 -2.239 -0.02 0.01 0.00
C -1.622 0.897 -0.751 -0.06 -0.15 -0.29
O -1.328 -0.018 0.082 0.08 0.17 0.52
C -1.181 2.231 -0.552 -0.04 -0.02 0.03
F -0.431 2.508 0.532 0.01 0.00 0.00
C -1.486 3.265 -1.410 0.00 0.01 -0.01
F -1.039 4.512 -1.151 0.00 0.00 0.00
```
Forces are in eV/Å.

Calculated values
Multiplicity: 1
Total charge: -2
Relative energy (zero: lowest compared OMol25 entry of this formula, charge and spin), eV: 0.0000
E_LUMO, eV: 4.5994
Frontier orbital gap, eV: 5.984